No. 1
Entry from OMol25: a single C18H23N3O5S molecule (ωB97M-V/def2-TZVPD).

```
50
Properties=species:S:1:pos:R:3:mulliken_charge:R:1
C 0.72623 2.46222 2.57615 -0.820
O 0.39746 1.09578 2.54158 -0.371
C 0.92024 0.31778 1.53924 1.108
C 1.86191 0.79723 0.63825 -0.051
C 2.36271 -0.00594 -0.37094 -0.877
C 1.90988 -1.30158 -0.49781 -0.656
C 0.96862 -1.80868 0.38671 0.644
C 0.45778 -3.21368 0.18220 -1.593
N -0.60610 -3.25331 -0.82880 0.030
C -0.60621 -4.50636 -1.56096 -1.207
C -1.91382 -2.95968 -0.26808 -0.698
C -2.17985 -1.46910 -0.09759 0.315
O -3.00745 -1.04304 0.67529 -0.667
N -1.43661 -0.71437 -0.95496 -0.015
C -1.25400 0.66102 -0.94618 -0.048
C -2.03736 1.52232 -0.17676 -0.410
C -1.78846 2.88388 -0.17429 -0.981
C -0.75417 3.41342 -0.92948 -0.770
C 0.00777 2.55176 -1.69287 0.143
S 1.38795 3.20928 -2.60006 1.293
N 2.44731 3.57323 -1.33015 -0.530
O 1.02683 4.45184 -3.21718 -0.690
O 1.98757 2.17739 -3.39599 -0.652
C -0.22711 1.19781 -1.72532 0.110
C 0.47191 -1.01428 1.42791 0.254
O -0.41196 -1.64866 2.24689 -0.509
C -1.16978 -0.95805 3.21647 -0.819
H 0.12531 2.88006 3.38293 0.263
H 1.78667 2.61674 2.80106 0.345
H 0.47354 2.96166 1.63544 0.246
H 2.20715 1.81478 0.71169 0.222
H 3.08913 0.39057 -1.06238 0.397
H 2.27900 -1.93349 -1.29111 0.416
H 1.28564 -3.82509 -0.18235 0.734
H 0.11347 -3.63045 1.13759 0.277
H -0.80916 -5.37845 -0.92347 0.389
H -1.36403 -4.46317 -2.34248 0.357
H 0.36400 -4.64171 -2.03670 0.371
H -2.08195 -3.44057 0.70754 0.270
H -2.68560 -3.32683 -0.95259 0.526
H -0.76782 -1.25741 -1.49567 0.290
H -2.83458 1.11280 0.42146 0.520
H -2.40473 3.53349 0.42857 0.424
H -0.53575 4.46842 -0.94740 0.443
H 2.69004 4.55138 -1.33597 0.281
H 3.27368 2.99919 -1.38167 0.260
H 0.39854 0.57449 -2.34336 0.619
H -1.81512 -1.71862 3.65584 0.317
H -1.79051 -0.18639 2.75948 0.238
H -0.53818 -0.51965 3.99025 0.263
```

Results
* HOMO: -8.2 eV
* SMILES string: COc1cccc(CN(C)CC(=O)Nc2cccc(S(N)(=O)=O)c2)c1OC
* max |F|: 0.01503 hartree/bohr
* DFT total energy: -44581.6865 eV
* LUMO level: 0.0201 Ha
* orbital gap: 8.72 eV

No. 2
Entry from OMol25: a single C18H23N3OS molecule (ωB97M-V/def2-TZVPD).

```
46
Properties=species:S:1:pos:R:3:mulliken_charge:R:1
C -6.82330 -1.35260 -0.66963 -1.405
C -5.56879 -0.69583 -0.18176 0.926
C -5.32897 0.64688 -0.45186 -0.664
C -4.18104 1.26674 0.00245 -0.502
C -3.24397 0.55852 0.74363 1.275
C -1.96320 1.21922 1.19229 -2.042
N -0.96920 1.14749 0.14613 0.376
C -0.82029 2.01524 -0.90318 -0.072
C 0.18131 1.51237 -1.67901 -1.022
N 0.65483 0.35863 -1.13782 -0.281
C -0.05952 0.16328 -0.05868 0.311
S 0.13551 -1.18668 1.03732 -0.302
C 0.90365 -2.38294 -0.08596 -0.688
C 2.32762 -2.08432 -0.55510 0.582
O 2.79953 -2.73997 -1.45868 -0.697
N 2.98633 -1.14484 0.13530 -0.103
C 4.26606 -0.61622 -0.28253 -0.248
C 4.10034 0.79743 -0.86424 -0.511
C 4.35188 1.71964 0.32447 -0.527
C 5.51795 1.03934 1.03778 -0.608
C 5.20989 -0.45924 0.92730 -0.860
C -3.47745 -0.78201 1.01494 -0.438
C -4.62784 -1.39925 0.55780 -0.801
H -6.98594 -1.13324 -1.72335 0.350
H -6.77587 -2.43048 -0.53827 0.344
H -7.68291 -0.97598 -0.11512 0.301
H -6.05058 1.21060 -1.02562 0.382
H -4.01390 2.31147 -0.21854 0.357
H -1.56271 0.71382 2.07525 0.634
H -2.13544 2.27352 1.42662 0.459
H -1.41756 2.89784 -0.99712 0.443
H 0.60002 1.89769 -2.58625 0.456
H 0.26585 -2.48018 -0.96440 0.348
H 0.90326 -3.33047 0.45602 0.509
H 2.47078 -0.59403 0.80694 0.289
H 4.64705 -1.31969 -1.02575 0.498
H 3.11228 0.92013 -1.30493 0.071
H 4.85221 0.96983 -1.63420 0.312
H 4.58431 2.73974 0.02278 0.411
H 3.47463 1.74727 0.97395 0.217
H 6.44628 1.26926 0.51321 0.293
H 5.62405 1.36255 2.07241 0.364
H 4.70387 -0.81517 1.82553 0.311
H 6.11746 -1.04703 0.80435 0.296
H -2.75418 -1.34464 1.58664 0.335
H -4.79432 -2.44366 0.77889 0.322
```

Results
* HOMO: -8.2 eV
* SMILES string: Cc1ccc(Cn2ccnc2SCC(=O)NC2CCCC2)cc1
* max |F|: 0.01008 hartree/bohr
* DFT total energy: -36393.3550 eV
* LUMO level: 0.0201 Ha
* orbital gap: 8.78 eV

No. 3
Entry from OMol25: a molecular structure, C18H23N4O3Re (ωB97M-V/def2-TZVPD).

```
49
Properties=species:S:1:pos:R:3:lowdin_spin:R:1
Re 0.23942 0.64569 1.03688 1.653
C 1.73800 1.05334 3.44910 0.002
C 2.23027 -0.33404 3.05098 0.003
N 1.94458 -0.59396 1.58489 0.043
C 1.63046 -2.02696 1.23439 0.003
C 0.17799 -2.23951 0.86269 0.026
C -0.38010 -3.46154 0.53991 -0.006
C -1.71979 -3.50710 0.18018 0.033
C -2.51142 -2.35181 0.17541 -0.001
C -1.92527 -1.16242 0.51430 0.018
C -2.61370 0.19416 0.67617 0.013
N -1.81700 0.84037 1.75888 0.039
C -1.84319 2.22904 2.30649 0.012
C -0.49010 2.39127 3.10698 0.010
N 0.27946 1.08314 3.09426 0.011
N -0.59896 -1.14543 0.82054 -0.003
H 2.25673 1.83381 2.89136 0.000
H 1.91435 1.23399 4.50987 -0.001
H 1.70133 -1.08830 3.63455 0.000
H 3.29152 -0.43648 3.26728 0.000
H 2.75409 -0.32295 1.03199 0.011
H 1.89854 -2.68140 2.06393 0.001
H 2.23894 -2.31670 0.38263 0.001
H 0.21871 -4.36461 0.56654 -0.001
H -2.16972 -4.45820 -0.07977 0.001
H -3.56422 -2.39861 -0.07509 0.000
H -3.66020 0.05942 0.94268 0.003
H -2.56482 0.78961 -0.23245 0.002
H -1.93044 0.21949 2.55426 0.003
H -2.69585 2.40012 2.95960 0.002
H -1.90519 2.94363 1.49134 0.001
H -0.67910 2.71461 4.12749 0.000
H 0.12951 3.15717 2.64109 0.001
H -0.18153 0.44321 3.73709 0.007
O -0.77666 2.31778 -3.16429 0.187
C -0.08155 1.50478 -3.88510 0.170
C -0.14973 1.69028 -5.30724 0.154
C 0.55254 0.85900 -6.12640 0.006
C 1.35041 -0.15293 -5.56559 0.295
C 1.42254 -0.34052 -4.15143 0.086
C 0.72827 0.46240 -3.30522 0.077
C 0.83526 0.24415 -1.82443 0.024
O 1.57890 -0.59679 -1.36779 0.028
O 0.05542 1.00875 -1.06112 0.071
H -0.63331 2.09674 -2.21012 0.001
H -0.75951 2.50151 -5.68737 0.004
H 0.50805 0.98492 -7.20009 -0.003
H 1.93072 -0.79881 -6.21323 0.012
H 2.04537 -1.12331 -3.73702 0.002
```

Results
* HOMO (alpha / beta): -17.8 / -17.8 eV
* max |F|: 0.02399 hartree/bohr
* DFT total energy: -33244.5528 eV
* total charge: +3
* spin multiplicity: 4
* LUMO level (alpha / beta): -0.3603 / -0.4275 Ha
* orbital gap (alpha / beta): 8.02 / 6.19 eV

No. 4
Entry from OMol25: a molecular structure, C18H23N4O9P2STl (ωB97M-V/def2-TZVPD).

```
58
Properties=species:S:1:pos:R:3:mulliken_charge:R:1
Tl -1.51806 2.00953 0.38541 0.827
C -2.86216 4.61076 -0.02881 -0.582
C -3.68888 3.99064 0.92470 -0.467
C -4.28777 2.86337 0.31833 -0.573
C -3.83217 2.79210 -1.01499 -0.513
C -2.94379 3.86858 -1.22845 -0.713
H -2.25226 5.48904 0.13079 0.403
H -3.83253 4.31234 1.94703 0.385
H -4.97065 2.17218 0.79333 0.399
H -4.08739 2.02962 -1.73667 0.443
H -2.42223 4.08961 -2.14944 0.443
N 4.85637 2.48189 -0.17159 -0.171
C 3.50807 1.99189 0.31660 0.742
C 3.62217 0.54698 0.77076 -1.942
P 2.98944 3.19745 1.63431 0.778
O 3.25671 2.40888 3.03643 -0.588
O 4.01205 4.28784 1.52548 -0.929
O 1.51577 3.40553 1.51448 -0.594
P 2.44699 2.08178 -1.24566 0.556
O 1.82704 3.55994 -1.18495 -0.566
O 3.50887 2.08924 -2.32227 -0.995
O 1.41255 1.01959 -1.16499 -0.184
H 5.61834 1.91444 0.18489 0.312
H 4.92970 3.44828 0.20860 0.370
H 4.75482 2.42829 -1.22527 0.418
H 4.31854 0.44822 1.60829 0.504
H 3.94118 -0.09559 -0.05446 0.542
H 2.64615 0.18896 1.09253 0.144
H 2.41110 2.05733 3.34097 0.312
H 1.38929 3.68221 -0.31300 0.324
O -0.72818 -5.46448 3.08759 -0.738
S -1.33124 -4.82903 1.93463 1.178
O -2.03479 -5.73126 1.03900 -0.669
N -2.21300 -3.55444 2.31792 -0.585
C -1.65410 -2.39221 1.90060 -0.098
O -2.10610 -1.26372 2.06311 -0.587
C -0.38924 -2.62048 1.09191 0.131
C 0.37852 -1.68294 0.42514 0.375
C 1.45776 -2.13194 -0.32773 -0.293
C 1.76689 -3.48863 -0.38974 -0.841
C 0.99461 -4.43027 0.28630 -0.648
C -0.08213 -3.96332 1.01260 0.176
H 0.13029 -0.62947 0.44719 0.222
H 2.02857 -1.40320 -0.88938 0.569
H 2.61021 -3.81771 -0.98653 0.386
H 1.21827 -5.48866 0.23406 0.387
C -3.00193 -3.62699 -1.19659 -1.029
N -2.37274 -2.36105 -1.52247 0.383
C -1.29639 -2.16032 -2.35493 -0.257
C -1.03467 -0.82183 -2.32029 -0.885
N -1.92578 -0.19866 -1.48111 -0.129
C -2.70532 -1.15033 -1.02380 -0.583
H -2.29686 -4.43374 -1.38267 0.312
H -3.89796 -3.78387 -1.80045 0.341
H -3.26276 -3.66292 -0.14094 0.390
H -0.80460 -2.98172 -2.84760 0.467
H -0.22763 -0.27375 -2.77764 0.467
H -3.48700 -1.02397 -0.29059 0.471
```

Results
* HOMO: -2.6 eV
* max |F|: 0.00430 hartree/bohr
* DFT total energy: -77542.3683 eV
* total charge: -2
* LUMO level: 0.1635 Ha
* orbital gap: 7.10 eV

No. 5
Entry from OMol25: a molecular structure, C18H23N5O3Zn (ωB97M-V/def2-TZVPD).

```
50
Properties=species:S:1:pos:R:3:mulliken_charge:R:1
C -0.65466 4.55340 -6.52785 -1.292
C -0.12112 4.18829 -7.70296 1.176
H -1.10061 5.54722 -6.53036 0.315
H -0.56949 3.88527 -5.60295 -0.021
C 0.42979 2.85835 -7.94571 1.525
C 0.42537 1.89147 -6.99447 -1.541
H 0.39976 2.18610 -5.96172 0.501
H 0.71181 0.87654 -7.27946 0.230
C -0.11483 5.19308 -8.83880 -1.345
H -0.67912 6.07558 -8.53240 0.392
H -0.59264 4.76638 -9.72734 0.324
H 0.89540 5.51869 -9.11921 0.344
C 1.03155 2.53445 -9.28372 -1.500
H 1.85078 3.22222 -9.52723 0.356
H 0.27047 2.59235 -10.06930 0.335
H 1.42507 1.51557 -9.23413 0.388
Zn -0.00814 0.24296 -0.53344 0.174
O -0.22695 1.20336 -2.31835 -0.905
C -0.83004 0.83135 -3.37280 1.067
O -0.82917 -1.38338 -1.28084 -0.603
C -1.41747 -1.42057 -2.37911 0.635
O -2.10694 -2.49974 -2.70635 -0.310
N -1.46842 -0.44684 -3.36196 0.245
C -2.76002 -2.27361 -3.98847 -0.368
C -2.29390 -0.92888 -4.47687 -0.575
H -3.84433 -2.30019 -3.81689 0.286
H -2.45918 -3.08809 -4.65871 0.310
H -3.14219 -0.25035 -4.64919 0.340
H -1.67643 -1.03661 -5.37992 0.340
C -0.97285 1.65088 -4.54181 -0.753
C -0.91551 3.09736 -4.51401 -0.569
H -1.36020 1.14292 -5.42122 0.471
H -0.32717 3.47921 -3.65895 0.387
H -1.89251 3.56263 -4.60890 0.428
N 1.81004 -0.63737 3.03715 -0.120
C 2.84549 -1.29427 2.38299 -0.403
C 2.60270 -1.15747 1.04250 -0.254
N 1.43590 -0.43000 0.86102 -0.092
C 0.97583 -0.12418 2.08681 0.407
C -0.27288 0.58974 2.24335 0.374
N -1.00754 0.93590 1.16993 -0.142
C -2.16117 1.52982 1.66422 -0.174
C -2.11936 1.54660 3.03946 -0.465
N -0.91360 0.94335 3.39743 -0.105
H 1.65981 -0.55956 4.03886 0.211
H 3.63559 -1.79659 2.90895 0.421
H 3.18062 -1.51396 0.20178 0.450
H -2.93379 1.89984 1.00972 0.461
H -2.82192 1.91053 3.76989 0.416
H -0.57425 0.74604 4.34138 0.226
```

Results
* HOMO: -13.2 eV
* max |F|: 0.10474 hartree/bohr
* DFT total energy: -81033.9241 eV
* total charge: +2
* LUMO level: -0.2541 Ha
* orbital gap: 6.27 eV